Entry 1:
Entry from OMol25: a single C2H4N2S2 molecule (ωB97M-V/def2-TZVPD).

```
10
Properties=species:S:1:pos:R:3:forces:R:3:lowdin_charge:R:1
N -1.199 -0.893 -1.005 0.8 0.8 -2.5 0.07
C -0.244 0.021 -0.736 0.6 -0.8 -0.9 -0.86
S 0.833 0.711 -1.813 -1.1 -0.4 -0.2 0.67
C 0.017 0.222 0.715 3.6 0.4 1.4 -0.90
N 1.321 0.663 1.021 -3.6 -0.8 0.7 0.03
S -0.875 -0.307 1.935 -1.8 -0.4 0.9 0.72
H -1.344 -1.150 -2.037 0.1 0.5 2.6 0.15
H -1.726 -1.253 -0.225 -0.2 -0.2 -0.1 0.05
H 1.418 1.093 1.943 0.3 -0.3 -0.8 0.10
H 1.798 0.892 0.202 1.5 1.1 -1.1 -0.03
```
Forces are in eV/Å.

Values from the calculation:
- total charge = 0
- SMILES = NC(=S)C(N)=S
- molar mass (u) = 120.202
- multiplicity = 1
- electronic energy (eV) = -26789.362

=====

Entry 2:
Entry from OMol25: a single C2H4N2S2 molecule (ωB97M-V/def2-TZVPD).

```
10
Properties=species:S:1:pos:R:3:forces:R:3:lowdin_charge:R:1
S 0.357 -0.150 2.535 0.1 0.0 -0.4 0.60
C 0.887 -0.871 1.163 0.2 -0.5 1.9 -0.73
N 0.345 -0.771 -0.044 -0.4 0.7 -0.9 -0.08
N -0.736 0.043 -0.392 -0.2 -0.8 0.7 -0.07
C -0.601 1.178 -1.089 2.8 0.1 0.2 -0.79
S -1.678 2.303 -1.486 -0.5 0.0 -0.1 0.63
H 1.697 -1.642 1.251 -0.6 0.8 -0.6 0.08
H 0.791 -1.237 -0.796 0.1 -0.4 -0.8 0.14
H -1.571 -0.108 0.140 -0.4 -0.3 0.2 0.13
H 0.510 1.256 -1.283 -1.1 0.4 -0.4 0.09
```
Forces are in eV/Å.

Values from the calculation:
- total charge = 0
- SMILES = S=CNNC=S
- molar mass (u) = 120.202
- multiplicity = 1
- electronic energy (eV) = -26787.948

=====

Entry 3:
Entry from OMol25: a single C2H4N2S2 molecule (ωB97M-V/def2-TZVPD).

```
10
Properties=species:S:1:pos:R:3:forces:R:3:lowdin_charge:R:1
N 1.713 0.072 0.305 -3.4 1.1 0.7 -0.03
N 0.920 -0.957 -0.299 2.0 1.9 1.0 -0.02
C -0.307 -0.811 -0.507 -2.6 -1.1 0.3 -0.33
C -1.459 0.092 -0.126 -0.2 0.7 0.1 -1.15
S -2.965 -0.561 0.160 1.8 0.9 -0.3 0.64
S -1.113 1.845 -0.190 1.4 -1.3 0.5 0.74
H 1.191 0.728 1.051 1.8 -2.4 -1.8 0.12
H 2.545 -0.360 0.630 0.6 -0.2 0.5 0.06
H -0.818 -1.681 -0.910 0.5 -0.3 -0.4 0.08
H 0.293 1.632 -0.114 -1.8 0.7 -0.6 -0.11
```
Forces are in eV/Å.

Values from the calculation:
- total charge = 0
- SMILES = N/N=C\C(=S)S
- molar mass (u) = 120.202
- multiplicity = 1
- electronic energy (eV) = -26786.957

=====

Entry 4:
Entry from OMol25: 2 unconnected molecules or ions with the total composition C2H4N2S2 (ωB97M-V/def2-TZVPD).

```
10
Properties=species:S:1:pos:R:3:forces:R:3:lowdin_charge:R:1
C -1.315 -1.057 -0.816 0.3 0.7 1.0 -0.79
C 1.557 0.145 0.520 1.1 0.6 -1.8 -0.49
N -1.963 1.091 -0.163 -1.8 1.2 -0.6 0.09
N -1.328 0.022 -0.199 0.4 -1.8 -0.6 -0.26
S -1.222 -2.576 -1.107 -0.1 -0.3 -0.3 0.76
S 0.985 0.536 -1.134 0.2 0.5 -0.7 0.61
H 1.840 -0.865 0.413 1.1 -1.0 0.6 0.00
H 0.721 0.153 1.126 -1.5 0.5 1.7 -0.02
H 2.340 0.875 0.784 -0.3 -0.6 0.2 0.04
H -1.616 1.676 0.576 0.5 0.3 0.6 0.05
```
Forces are in eV/Å.

Values from the calculation:
- total charge = 0
- molar mass (u) = 120.202
- multiplicity = 1
- electronic energy (eV) = -26784.868

=====

Entry 5:
Entry from OMol25: a molecular structure, C2H4N2S3 (ωB97M-V/def2-TZVPD).

```
11
Properties=species:S:1:pos:R:3:forces:R:3:lowdin_charge:R:1
C 0.839 0.892 0.916 -1.4 0.2 -1.5 -0.46
C -0.361 0.360 0.856 -1.3 -2.6 1.8 -0.35
N -0.942 0.258 -0.372 -0.7 0.1 1.7 -0.17
N -0.124 0.522 -1.466 1.4 -0.1 -0.3 -0.70
S 1.159 1.505 -0.656 -0.2 0.4 -1.2 0.89
S -1.186 -1.237 2.587 -0.9 2.6 -2.7 0.48
S 0.590 -0.949 -2.321 -1.0 1.2 -1.8 0.57
H 1.486 0.877 1.688 2.1 -0.1 2.3 0.03
H -1.738 -0.342 -0.357 -0.5 -0.3 -1.2 0.11
H 0.056 -1.441 2.782 2.0 -0.5 0.4 -0.32
H 0.222 -0.443 -3.656 0.6 -0.9 2.4 -0.09
```
Forces are in eV/Å.

Values from the calculation:
- total charge = 0
- molar mass (u) = 152.269
- multiplicity = 1
- electronic energy (eV) = -37619.095

=====

Entry 6:
Entry from OMol25: a single C2H4N2S3 molecule (ωB97M-V/def2-TZVPD).

```
11
Properties=species:S:1:pos:R:3:forces:R:3:lowdin_charge:R:1
C -0.260 -1.369 -0.824 1.7 0.5 -0.5 -0.41
C -1.148 -0.519 -0.477 1.5 0.8 2.0 -0.65
N 0.028 0.353 1.143 -1.9 -0.5 -1.3 -0.06
N 1.190 0.344 0.572 3.1 -0.5 -0.9 -0.94
S 1.462 -1.160 -0.115 -0.3 0.0 0.2 0.82
S -2.702 0.074 -0.645 -0.9 0.2 -0.3 0.77
S 2.050 1.778 -0.331 -0.3 -0.6 2.0 0.60
H -0.094 -2.042 -1.650 -0.7 -0.3 -0.1 0.06
H -0.178 1.313 1.347 -0.7 0.7 0.1 0.05
H -3.217 -0.832 0.183 -0.4 -0.1 0.2 -0.12
H 2.870 2.061 0.797 -1.1 -0.4 -1.4 -0.12
```
Forces are in eV/Å.

Values from the calculation:
- total charge = 0
- molar mass (u) = 152.269
- multiplicity = 1
- electronic energy (eV) = -37619.187